Formula: C4H13NO3
Source: the Open Molecules 2025 dataset
Level of theory: ωB97M-V with the def2-TZVPD basis set

Geometry as ORCA input:
```
! RIJCOSX wB97M-V def2-TZVPD def2/J DEFGRID3
* xyz 0 1
C 1.221 -0.469 -1.265
C 2.096 0.666 0.064
C 1.493 0.257 1.388
O 1.065 -1.737 -0.739
H 1.890 -2.225 -0.835
H 2.295 -0.003 -1.334
H 0.250 0.027 -1.229
H 1.806 1.668 -0.245
H 3.187 0.602 0.085
H 1.935 0.821 2.212
H 0.418 0.423 1.387
H 1.665 -0.804 1.585
C -2.569 1.445 -0.610
N -1.733 -1.818 0.447
O -2.435 -0.865 -0.161
O -1.785 0.524 0.097
H -0.795 -1.922 0.059
H -1.732 -1.704 1.458
H -3.594 1.474 -0.226
H -2.092 2.415 -0.451
H -2.585 1.227 -1.684
*
```

For the energy relative to the best compared isomer or geometry (same formula, charge and spin), the calculation gives 847.6 kJ/mol. The value obtained for the HOMO-LUMO gap is 0.3198 Ha.

***

Formula: C3H4CsO3
Source: the Open Molecules 2025 dataset
Level of theory: ωB97M-V with the def2-TZVPD basis set

Geometry as ORCA input:
```
! RIJCOSX wB97M-V def2-TZVPD def2/J DEFGRID3
* xyz -1 1
H -5.090 -2.585 -0.984
Cs -2.330 -1.604 -0.614
O 1.647 0.206 0.946
C 1.821 -0.834 -0.001
C 0.578 1.051 0.889
O 2.990 -1.185 -0.136
O 0.802 -1.138 -0.659
C -0.081 1.384 -0.239
H -0.774 2.185 0.184
H 0.240 1.335 1.889
H 0.196 1.185 -1.275
*
```

For the energy relative to the best compared isomer or geometry (same formula, charge and spin), the calculation gives 35.8 kJ/mol. The value obtained for the HOMO-LUMO gap is 0.1921 Ha.

***

Number 1: total energy -11983.68617 eV. Number 2: total energy -9865.33213 eV.